(1)
This record from the OMol25 dataset describes a structure of composition C36H44BO6P2PtSe2 in a non-equilibrium geometry. The level of theory is ωB97M-V/def2-TZVPD.

Its electronic energy is -7479.6284 hartree. As for the charge: -1. Its energy relative to the best compared isomer or geometry (same formula, charge and spin) is 36.1 kcal per mole. For the HOMO-LUMO gap, the calculation gives 4.027 eV.

Last column: Löwdin charge in e.
CARTESIAN COORDINATES (ANGSTROEM)
Pt (0.55464, 0.16988, -0.07411)  0.547
O (-1.64682, 0.82787, 0.08797)  -0.410
P (-2.48145, 0.47677, 1.26449)  0.731
C (-1.49956, 0.66367, 2.81702)  -0.291
P (-0.44466, -0.84772, 2.95545)  0.708
O (0.04861, -1.32411, 1.64519)  -0.438
C (0.90140, -0.40163, 4.06970)  -0.276
C (2.03466, -1.21386, 3.97166)  -0.085
C (3.12135, -0.99722, 4.78756)  -0.076
C (3.08560, 0.02963, 5.72811)  -0.073
C (1.95335, 0.82437, 5.84252)  -0.083
C (0.85876, 0.61237, 5.02900)  -0.082
C (-1.35187, -2.13665, 3.81020)  -0.265
C (-1.70169, -2.01906, 5.16229)  -0.077
C (-2.22853, -3.09873, 5.83111)  -0.092
C (-2.41734, -4.31386, 5.17586)  -0.080
C (-2.06268, -4.43625, 3.83451)  -0.080
C (-1.52719, -3.36379, 3.16073)  -0.074
C (-3.90495, 1.56806, 1.38874)  -0.242
C (-4.69144, 1.67646, 2.54579)  -0.090
C (-5.85186, 2.41702, 2.52626)  -0.095
C (-6.27083, 3.04620, 1.35980)  -0.081
C (-5.51117, 2.91371, 0.19682)  -0.079
C (-4.34878, 2.18171, 0.20944)  -0.057
C (-3.11320, -1.20616, 1.16779)  -0.269
C (-2.86192, -1.89947, -0.02435)  -0.053
C (-3.46022, -3.11508, -0.26196)  -0.071
C (-4.33820, -3.65615, 0.67176)  -0.080
C (-4.62430, -2.95173, 1.83903)  -0.097
C (-4.03188, -1.73522, 2.08360)  -0.094
H (-2.10688, 0.82016, 3.70679)  0.055
H (-0.84168, 1.53134, 2.65588)  0.004
H (2.04242, -1.99515, 3.22156)  0.117
H (4.00833, -1.60187, 4.68341)  0.107
H (3.94098, 0.21150, 6.36354)  0.099
H (1.92479, 1.61694, 6.58002)  0.100
H (-0.01200, 1.24781, 5.11310)  0.101
H (-1.53672, -1.07915, 5.67384)  0.104
H (-2.48619, -3.01295, 6.87922)  0.099
H (-2.82755, -5.16071, 5.70798)  0.097
H (-2.20117, -5.37928, 3.32445)  0.105
H (-1.24462, -3.44428, 2.12189)  0.114
H (-4.37906, 1.19869, 3.46426)  0.092
H (-6.43803, 2.51776, 3.43044)  0.100
H (-7.17621, 3.63580, 1.35606)  0.098
H (-5.84122, 3.39739, -0.71302)  0.104
H (-3.74504, 2.07791, -0.68012)  0.113
H (-2.17258, -1.47002, -0.74160)  0.106
H (-3.24774, -3.65513, -1.17544)  0.106
H (-4.79551, -4.61875, 0.49446)  0.098
H (-5.31531, -3.36712, 2.56002)  0.102
H (-4.25744, -1.19111, 2.99035)  0.103
O (5.52086, 0.33440, 2.86187)  -0.067
C (5.50400, 1.03309, 1.63317)  -0.236
C (4.13712, 0.91419, 0.93148)  -0.555
C (4.21289, 1.78405, -0.33763)  -0.268
O (4.36713, 3.15422, -0.06310)  -0.103
C (3.91830, -0.56279, 0.59908)  -0.499
Se (2.49752, -1.05712, -0.71415)  0.567
C (3.09224, 1.42284, 1.92604)  -0.522
Se (1.44530, 2.28594, 1.23500)  0.541
H (6.23836, 0.68285, 3.39788)  0.081
H (6.28434, 0.62926, 0.97208)  0.119
H (5.69789, 2.10039, 1.78893)  0.121
H (3.31344, 1.60659, -0.93322)  0.061
H (5.08371, 1.49718, -0.93098)  0.129
H (3.51555, 3.45559, 0.29032)  0.006
H (3.73216, -1.10820, 1.52582)  0.037
H (4.82273, -0.96052, 0.12939)  0.049
H (3.53123, 2.19624, 2.55902)  0.050
H (2.77267, 0.60498, 2.56663)  0.017
C (-0.83172, 1.93824, -4.85136)  -0.015
C (0.10989, 2.27212, -3.69497)  -0.465
C (0.07871, 3.77493, -3.39794)  -0.008
O (-0.36958, 1.61401, -2.51861)  0.076
B (0.68801, 1.10159, -1.83677)  -0.960
O (1.85573, 1.22449, -2.53832)  -0.027
C (1.57341, 1.71369, -3.84489)  -0.465
C (2.63977, 2.74118, -4.22288)  -0.005
C (1.65088, 0.51608, -4.80167)  -0.009
H (-1.79984, 2.39332, -4.65824)  0.081
H (-0.97376, 0.86426, -4.91916)  0.083
H (-0.43354, 2.31847, -5.78837)  0.083
H (-0.93380, 4.04895, -3.11278)  0.086
H (0.38160, 4.35724, -4.26360)  0.080
H (0.72802, 3.99744, -2.55508)  0.097
H (2.78863, 3.44974, -3.41515)  0.088
H (2.37491, 3.26717, -5.13697)  0.082
H (3.58204, 2.22168, -4.37774)  0.086
H (0.97800, -0.26707, -4.46096)  0.096
H (2.66230, 0.11744, -4.78129)  0.089
H (1.39624, 0.80848, -5.81761)  0.078

(2)
This record from the OMol25 dataset describes a structure of composition C36H44CoN4Te4 in a non-equilibrium geometry. The level of theory is ωB97M-V/def2-TZVPD.

Its electronic energy is -4072.0070 hartree. As for the charge: -1. Its multiplicity is 5. For the HOMO-LUMO gap (alpha / beta), the calculation gives 3.427 / 4.477 eV.

Last column: Löwdin charge in e.
CARTESIAN COORDINATES (ANGSTROEM)
Co (12.96641, 13.89662, 6.40736)  0.228
C (8.20102, 9.59189, 5.17314)  -0.101
C (8.54409, 10.55985, 6.34396)  -0.181
C (10.01771, 10.88408, 6.30807)  -0.162
C (11.05340, 10.04391, 6.54659)  -0.156
C (11.01904, 8.60392, 6.86418)  -0.170
C (11.89146, 7.76808, 5.87558)  -0.080
C (12.25884, 10.89291, 6.45085)  -0.228
C (13.50695, 10.39739, 6.69937)  -0.063
C (14.71410, 11.17376, 6.57738)  -0.258
C (16.01548, 10.64382, 6.73973)  -0.158
C (16.39839, 9.23571, 7.00389)  -0.170
C (15.77341, 8.10874, 6.10587)  -0.065
C (16.88094, 11.72758, 6.73404)  -0.090
C (16.00210, 12.88833, 6.54935)  -0.272
C (16.48679, 14.19846, 6.60901)  -0.046
C (15.61330, 15.30628, 6.59750)  -0.407
N (14.25083, 15.31622, 6.35162)  0.021
C (13.92364, 16.65140, 6.71517)  -0.245
C (12.60118, 17.11291, 6.82793)  0.056
C (11.53620, 16.35481, 6.35541)  -0.197
N (11.58524, 14.93952, 6.11321)  0.010
C (10.28588, 14.60381, 5.71564)  -0.209
C (9.79622, 13.29209, 5.64796)  0.056
C (10.56567, 12.22062, 6.09136)  -0.253
N (11.92388, 12.25413, 6.19295)  0.061
C (9.45561, 15.74116, 5.69839)  -0.127
C (10.23867, 16.85055, 6.08520)  -0.116
C (9.71124, 18.28148, 6.32336)  -0.180
C (9.91154, 19.13787, 5.05711)  -0.103
C (7.97409, 15.68347, 5.29528)  -0.180
C (7.05250, 15.45391, 6.52685)  -0.095
C (15.03794, 17.50291, 6.86608)  -0.189
C (16.10888, 16.62396, 6.83135)  -0.275
C (17.54444, 16.94460, 6.98974)  -0.253
C (18.02425, 17.73930, 5.82457)  -0.121
C (14.99603, 18.95858, 6.97413)  -0.183
C (14.43754, 19.57614, 5.62543)  -0.086
N (14.67988, 12.54568, 6.34207)  0.053
C (18.33533, 11.76769, 7.18216)  -0.182
C (19.40234, 12.08136, 6.10290)  -0.089
H (7.14322, 9.65843, 4.93486)  0.053
H (8.48774, 8.55505, 5.33483)  0.051
H (8.73170, 9.94749, 4.23740)  0.096
H (8.28573, 10.07706, 7.35358)  0.134
H (7.88114, 11.44725, 6.31219)  0.097
H (9.97590, 8.13451, 6.89748)  0.124
H (11.39400, 8.52937, 7.86019)  0.094
H (12.88853, 8.23450, 5.75639)  0.031
H (11.44378, 7.55655, 4.92630)  0.058
H (12.15590, 6.76686, 6.33413)  0.089
H (13.61277, 9.38045, 7.06184)  0.075
H (16.29695, 8.96200, 8.06496)  0.115
H (17.49847, 9.20984, 6.86506)  0.102
H (14.70841, 7.98988, 6.20357)  0.022
H (16.20465, 7.16446, 6.37278)  0.059
H (16.06414, 8.28558, 5.09824)  0.066
H (17.53497, 14.39964, 6.58863)  0.078
H (12.38407, 18.13589, 7.16461)  0.121
H (8.81396, 13.12132, 5.27303)  0.093
H (10.22978, 18.73215, 7.16663)  0.094
H (8.61481, 18.22216, 6.55238)  0.111
H (10.80439, 18.91177, 4.50150)  0.057
H (9.96529, 20.20933, 5.35041)  0.071
H (9.00733, 18.97673, 4.40872)  0.078
H (7.89777, 14.82837, 4.66295)  0.077
H (7.69302, 16.60336, 4.77047)  0.101
H (7.21913, 14.45567, 6.96592)  0.066
H (5.95268, 15.53323, 6.28089)  0.077
H (7.30267, 16.15831, 7.34024)  0.070
H (18.25502, 16.04229, 6.95417)  0.117
H (17.76629, 17.45384, 7.93749)  0.112
H (17.56728, 17.39517, 4.89719)  0.085
H (19.14042, 17.64035, 5.71821)  0.080
H (17.94758, 18.82465, 6.03378)  0.071
H (15.94840, 19.46383, 7.11193)  0.094
H (14.35064, 19.29614, 7.82060)  0.120
H (15.22160, 19.42827, 4.84791)  0.071
H (14.14807, 20.66461, 5.75709)  0.079
H (13.55992, 18.96434, 5.25784)  0.066
H (18.53291, 10.81107, 7.73374)  0.114
H (18.45435, 12.58542, 7.88252)  0.096
H (19.52695, 11.31906, 5.35848)  0.058
H (20.32682, 12.33307, 6.65635)  0.075
H (19.08042, 13.00898, 5.64086)  0.056
Te (11.04143, 12.34157, 9.90863)  -0.038
Te (13.36356, 10.93056, 9.92028)  0.021
Te (15.91380, 15.11290, 9.55891)  0.254
Te (13.53275, 13.75598, 8.87716)  0.315